No. 1
Entry from OMol25: an isolated molecule of C24H37FN2O2 close to a stationary point (ωB97M-V/def2-TZVPD).

Calculated values
Charge = 0
E_HOMO = -9.0 eV
ΔE to the lowest compared entry with this formula, charge and spin = 0.1476 eV
Frontier orbital gap = 9.680 eV
LUMO energy = 0.63 eV
E_tot = -35283.4815 eV

The geometry in XYZ format:
```
66
C24H37FN2O2 ωB97M-V/def2-TZVPD
C -5.2091 -4.7439 0.3126
C 2.9718 0.9010 -1.6614
H -1.8487 0.3034 4.7244
C -3.4914 -0.5707 2.8215
C 1.2274 -0.8321 -1.5085
O -3.5624 0.6474 2.7830
H 1.0745 -2.1850 0.1285
H 0.2027 0.9063 3.6287
H 3.2065 1.7737 -2.2641
H -3.4100 -3.2232 1.8075
H 3.5893 0.0596 -1.9756
C -3.4455 0.9064 -2.5150
C -4.7646 -4.2854 -1.0707
C -1.2009 0.4975 -3.1282
H 1.8176 -1.4982 -2.1440
C 1.4461 -1.1674 -0.0324
H -1.6453 -1.9782 0.4736
H -0.8446 -1.1484 4.7255
C -1.7044 1.9189 -1.2574
H -2.4383 -2.2069 3.4423
H -1.3644 2.5607 -0.4553
C -4.2169 -2.6347 1.3444
H -0.2358 0.0882 0.4058
H -2.2096 -0.9860 -5.0648
H -2.1148 -1.1255 -1.0013
H -5.2569 -0.7786 1.7091
C -3.7281 -2.1981 -0.0464
H 0.1801 -0.9967 -1.7471
C -2.5518 0.2876 -3.3772
H -6.1164 -5.3481 0.2471
N -2.4591 -1.2033 3.4367
H -2.5477 -0.4575 0.5630
C 0.6844 1.5836 -1.8233
H -5.5735 -3.7147 -1.5399
C 0.3700 -0.7619 2.2566
H -3.6672 0.0072 -5.1940
H -3.8082 2.1649 -0.8305
C -0.7690 1.2943 -2.0724
H -3.2124 -3.0570 -1.9491
H -1.0703 0.8362 2.4299
N 1.5747 0.5443 -1.8438
H 3.2022 1.1437 -0.6198
C -0.4541 0.2198 3.0882
H 2.5130 -1.1892 0.2068
C -3.5251 -3.4081 -0.9611
H -3.6602 -1.3914 -4.1356
H -4.4333 -5.3853 0.7463
H -5.1507 -1.8319 3.1072
H -4.5187 -1.5716 -0.4836
C -1.3915 -0.4532 4.0856
H -6.2774 -2.9523 0.8323
C -2.4400 -1.3885 0.0077
H 1.2773 0.7324 0.9902
H -0.2040 -1.6838 2.1133
C -3.0464 -0.5689 -4.5068
H -4.5676 -5.1443 -1.7161
C 0.7067 -0.1960 0.8830
H -0.4704 0.0316 -3.7805
C -5.4433 -3.5467 1.2250
C -3.0589 1.7157 -1.4682
H -5.7436 -3.8813 2.2218
H 1.2817 -1.0483 2.7910
O 1.0514 2.7336 -1.6440
H -2.6926 -4.0063 -0.5678
C -4.5876 -1.4512 2.2481
F -4.7654 0.6965 -2.7179
```

---

No. 2
Entry from OMol25: an isolated molecule of C2H4P2 in a non-equilibrium geometry (ωB97M-V/def2-TZVPD).

Calculated values
Charge = 0
E_HOMO = -8.8 eV
ΔE to the lowest compared entry with this formula, charge and spin = 1.9570 eV
Frontier orbital gap = 8.786 eV
LUMO energy = -0.04 eV
E_tot = -20712.8435 eV

The geometry in XYZ format:
```
8
C2H4P2 ωB97M-V/def2-TZVPD
H -1.9018 0.0438 0.5524
P -1.3483 -1.0596 -0.0881
C 1.2422 0.8441 -0.1437
H -1.5785 -0.7480 -1.3994
P 2.0363 -0.6085 -0.1660
C 0.2419 -0.1959 0.4157
H 0.1327 -0.1306 1.4735
H 1.1756 1.8547 -0.6444
```

---

No. 3
Entry from OMol25: C22H22N9ORu as an isolated structure in a non-equilibrium geometry (ωB97M-V/def2-TZVPD).

Calculated values
Charge = +2
E_HOMO (alpha / beta) = -12.7 / -14.2 eV
ΔE to the lowest compared entry with this formula, charge and spin = 0.4938 eV
2S+1 = 6
Frontier orbital gap (alpha / beta) = 6.457 / 5.983 eV
LUMO energy (alpha / beta) = -6.23 / -8.21 eV
E_tot = -41196.4912 eV

The geometry in XYZ format:
```
55
C22H22N9ORu ωB97M-V/def2-TZVPD
H 0.0979 2.6110 -0.2873
Ru -0.8301 -0.0265 -0.0510
N -2.4029 1.2546 -0.2162
C 1.9782 -3.2059 -1.6033
H 4.8283 -1.5517 -0.8025
C 1.3923 0.7289 4.6841
H -3.2432 -3.8289 -1.3404
H 0.0588 -2.8623 -0.7156
N 0.4193 1.0433 -1.6435
O -2.1243 -1.7607 -0.6522
H 3.5016 1.6776 -4.7171
H 2.6536 0.1716 -4.8005
N -0.8544 0.9835 1.7570
N 2.8159 1.0467 -4.3372
C 1.1012 0.6173 -2.6895
C -2.5164 2.1360 0.8395
H 2.5577 -1.7865 2.7263
N -1.6980 1.9808 1.8880
C 0.9572 -0.4402 2.2023
C 0.6804 2.2540 -1.1261
C -3.4643 3.1719 0.7859
H 4.0048 -3.3559 -2.2868
N 0.6663 -0.9157 0.9528
C 1.5662 -1.5708 0.1254
C 2.1084 1.4327 -3.2691
C 1.9654 -0.9375 3.0411
H -3.7580 -4.3267 0.2289
H -4.9874 4.0897 -0.3923
C 3.7855 -1.8389 -0.7781
C -3.2034 1.3739 -1.2834
N 2.3753 2.6249 -2.7333
H 1.9166 4.0142 -1.2939
C 0.1303 0.6328 2.6564
H 0.8688 -0.3611 -3.0922
C 1.6781 3.0355 -1.6921
C 3.3219 -2.8463 -1.6206
H -3.2361 -2.9756 2.0901
H 3.2642 -0.3968 0.7297
H -0.2426 2.0604 4.1967
H -2.3914 -1.4967 1.8461
C 1.0998 -2.5724 -0.7465
C -2.6888 -2.5658 0.1385
C -4.2593 3.2925 -0.3286
H -3.0761 0.6257 -2.0564
C 2.1718 -0.3538 4.2734
H 2.9412 -0.7445 4.9244
C -4.1364 2.3812 -1.3847
H -3.5317 3.8495 1.6245
H -4.7642 2.4490 -2.2604
C 0.3709 1.2277 3.8816
H 1.6217 -3.9969 -2.2492
N -3.2470 -3.6793 -0.3460
C 2.9243 -1.2013 0.0893
N -2.7506 -2.3529 1.4671
H 1.5828 1.1844 5.6463
```

---

No. 4
Entry from OMol25: a 9-piece molecular cluster, C40H105N7O12 overall in a non-equilibrium geometry (ωB97M-V/def2-TZVPD).

Calculated values
Charge = +1
E_HOMO (alpha / beta) = -10.3 / -10.3 eV
2S+1 = 2
Frontier orbital gap (alpha / beta) = 8.360 / 3.667 eV
LUMO energy (alpha / beta) = -1.98 / -6.68 eV
E_tot = -78164.6211 eV

The geometry in XYZ format:
```
164
C40H105N7O12 ωB97M-V/def2-TZVPD
C 0.3371 0.9149 -3.6705
C 4.6344 -6.5135 -2.0442
H 2.8727 -2.3776 0.4111
H 4.1106 1.7770 4.6892
H 7.3815 -9.2992 -4.0640
H -0.3847 -3.8982 -0.9797
O 0.4786 -4.5901 -4.8874
H -5.5160 3.8775 4.0980
N -4.5367 6.7766 -2.2680
C -0.3791 -5.5844 -5.4247
H 1.5448 2.8765 1.7718
H 4.0713 2.6357 8.2674
H 0.7270 -0.0899 -3.5082
C 1.9311 0.7168 3.3024
H 4.1861 2.5965 1.7728
H -5.6035 4.4667 0.6355
H 4.8021 3.1102 6.9757
C 1.4340 1.9710 -3.2621
H 2.4704 0.0325 -0.1509
H -3.8862 -1.6557 2.4218
H 1.1183 2.9548 -3.6091
C -2.8088 -3.9182 1.0185
H 5.0824 -0.8354 -0.9329
H 8.7322 -9.4613 -0.8254
H -4.6964 -2.8012 -1.4874
O -6.9146 6.2874 -4.1708
N -1.1538 -4.2299 -1.5442
H -8.7827 5.4031 -3.9383
N 6.7318 -9.6739 -3.3876
H -3.2283 0.5381 3.8566
C -2.3853 -1.4067 3.8949
H 2.5839 -4.4965 -0.4638
H -0.5872 0.9764 -3.0962
H 0.5667 1.1532 0.8869
H -6.8924 5.7685 -2.2231
H -2.1398 -4.7199 0.7055
C 8.5086 -9.4160 -1.8913
H 1.9200 -4.5346 1.1966
H -1.5909 -0.8721 3.3741
O -2.6583 0.2658 5.7519
H 0.5557 -5.4569 -3.0710
H 7.3093 -7.0690 -2.5357
H 3.6531 1.9087 -3.2579
C 3.2832 1.3585 5.2623
H -6.7891 4.4673 -3.5120
H -5.6883 1.3781 3.0826
H -3.5094 2.1589 5.1311
H -8.6519 6.4767 -5.2815
C -2.1445 -2.9293 2.0447
H 2.8892 2.1651 -4.8515
H 4.5100 -6.3575 -0.9726
C 0.0480 6.4555 -0.1592
H -1.7360 -4.3336 -3.5546
N 0.4919 -0.2688 -0.7579
H 3.6362 0.3344 5.3832
N 4.3438 2.2947 7.3565
C 1.9346 3.7908 1.3245
C 7.0468 -9.2047 -2.0946
C -4.8722 3.3282 2.3836
C -3.2462 1.5262 5.9787
H -4.0663 1.4542 6.6931
N 2.9108 3.4535 0.3253
H -6.9716 2.5204 2.5755
C -3.2466 0.4224 -1.1795
H 6.5711 0.1329 -0.8925
H -8.6559 7.1957 -3.6339
H 8.7739 -10.3562 -2.3750
H -4.6070 5.3354 1.8817
H -1.7045 1.7740 0.9517
O 1.0363 5.8929 0.6445
H -0.1095 -1.0767 -0.6830
H 5.8362 -9.3289 -3.7018
H -6.1711 5.0570 2.2113
H -0.8859 6.4052 0.4006
H -1.5641 -2.2726 1.3966
H 5.0664 2.8199 -1.2251
H 2.2376 -0.9817 -1.5544
C 1.6867 -4.3772 0.1436
H 3.5988 -6.4633 -2.3803
H -0.0834 4.4203 1.4957
C -5.3510 4.5618 1.6915
H 1.3569 1.2184 -1.5824
H -4.9006 7.5956 -2.7337
H -2.7693 0.9367 -2.0137
C -3.1684 -0.2987 4.5525
H -4.3253 5.5754 -3.8685
H -1.8271 -1.9068 -2.4970
C -8.3392 6.3504 -4.2450
H -1.2589 -1.9845 -4.0173
H 5.2680 -5.7175 -2.4352
C 0.3897 -4.4685 -3.4996
H -4.5914 4.5480 -1.1107
O 2.0762 1.5315 4.4837
H -5.2249 -2.7667 0.2849
H -3.5090 -4.5409 1.5753
C -4.2244 4.3705 -2.1216
C 1.8337 -0.7468 -0.5697
H 1.9970 3.8238 7.5123
C 6.7047 -7.7487 -1.9352
N -3.1581 -2.2012 2.8604
H 1.1264 1.1702 2.7236
C -4.8758 5.5314 -2.9287
H 2.3821 4.3909 2.1168
H 2.8366 0.7968 2.7009
O 5.3070 -7.6900 -2.3833
H -4.3938 3.3669 -2.5117
C -6.4323 5.4324 -3.1523
C 3.0830 2.1335 6.5900
C -5.9550 2.1748 2.3882
H -3.8126 -0.4757 -1.4268
H -0.1771 -5.7769 -6.4784
H -1.4233 -3.4311 2.6898
H 2.6419 2.9934 -0.5326
H 9.0021 -8.6781 -2.5238
C -0.0797 0.4065 0.4257
H -3.8232 3.1689 2.1340
H 1.6543 -0.3117 3.5343
H 2.8773 0.5590 -4.0315
C -0.9656 -3.8617 -2.9448
H 2.4364 1.5852 7.2750
O 1.7010 2.0460 -1.9263
H -4.0183 1.0830 -0.7846
H -4.2359 -0.5191 4.5493
H 6.0853 2.6311 0.0749
H -3.5422 6.9458 -2.3171
H 6.5282 -9.8224 -1.3613
H 1.7458 3.6208 5.9096
H -1.8862 -3.6150 -1.2193
H 0.1527 0.9821 -4.7427
C 4.1792 3.2209 0.8794
O -2.3013 0.1666 -0.2150
O 0.9802 -3.0856 -0.0649
H -0.0012 5.9099 -1.1015
H 5.2764 0.5456 -2.0440
C -4.6208 -3.2369 -0.4911
C 2.5756 3.6003 6.6160
O 4.8194 1.0602 -0.1394
C 0.7215 4.5263 0.7683
H -0.2180 -6.5484 -4.9423
H -1.0765 1.9025 -0.7261
O -3.2699 -3.2073 -0.1247
C 1.8484 -2.0154 0.3231
H 1.0556 -5.1764 -0.2450
H -1.4476 -5.5190 -5.2195
C 2.8143 1.6391 -3.8997
H -2.5187 2.1695 6.4737
H 1.6063 -1.6390 1.3170
C -1.3527 1.2226 0.0798
H -0.2493 -0.1369 1.3552
C -0.9824 -2.3467 -3.0271
H -3.1721 4.5995 -1.9536
H 4.5937 4.2183 1.0255
H 3.3314 4.3647 6.4354
C 5.4924 0.1683 -1.0444
H -6.0346 1.7277 1.3973
H -0.0379 -1.9493 -2.6555
H 0.3972 4.0334 -0.1483
O -4.6461 3.7979 3.6996
H -1.9397 -2.0745 4.6321
H 1.2666 -3.8821 -3.2254
C 5.0381 2.4827 -0.1889
H 6.7263 -7.4883 -0.8770
H -4.8881 -4.2809 -0.6541
H 0.3201 7.4863 -0.3864
```